Model P:
{
  "formula": "C10H16",
  "method": "ωB97M-V/def2-TZVPD",
  "symbols": ["C", "C", "C", "C", "C", "C", "C", "H", "H", "H", "H", "H", "H", "H", "H", "C", "C", "C", "H", "H", "H", "H", "H", "H", "H", "H"],
  "xyz": [[1.5508, -0.8518, 0.1963], [1.6133, 0.5568, 0.6930], [0.9067, 0.9404, 1.8868], [0.9430, 2.2436, 2.2908], [1.6619, 3.2614, 1.6619], [2.3738, 2.8361, 0.5712], [2.3471, 1.5488, 0.0523], [1.1714, -0.8623, -0.8232], [1.0144, -1.5613, 0.8158], [2.5607, -1.2787, 0.1425], [0.3540, 0.0897, 2.2615], [0.3933, 2.5138, 3.1928], [1.6194, 4.2844, 1.9888], [2.9684, 3.5421, -0.0116], [2.9445, 1.3269, -0.8228], [-2.4855, -2.1697, -2.4790], [-2.1381, -1.1138, -1.4197], [-2.0730, -1.6177, 0.0357], [-2.6230, -1.6563, -3.4298], [-3.3327, -2.8160, -2.2591], [-1.6298, -2.8371, -2.6253], [-1.1728, -0.6938, -1.6974], [-2.9155, -0.3559, -1.4590], [-2.8230, -1.1986, 0.7006], [-2.1348, -2.7095, 0.0654], [-1.0946, -1.4217, 0.4713]],
  "nbo_charge": [-0.65, 0.02, -0.24, -0.20, -0.23, -0.19, -0.24, 0.22, 0.22, 0.22, 0.21, 0.21, 0.22, 0.20, 0.21, -0.60, -0.40, -0.62, 0.21, 0.20, 0.20, 0.20, 0.20, 0.21, 0.20, 0.20],
  "smiles": "Cc1ccccc1.CCC",
  "spin_multiplicity": 1,
  "total_charge": 0,
  "homo_ev": -9.014,
  "gap_ev": 10.001
}


Model Q:
{
  "formula": "C10H16",
  "method": "ωB97M-V/def2-TZVPD",
  "symbols": ["C", "C", "C", "C", "C", "C", "C", "C", "H", "H", "H", "H", "H", "H", "H", "H", "H", "H", "C", "C", "H", "H", "H", "H", "H", "H"],
  "xyz": [[3.2810, 1.2632, 0.2037], [1.8008, 1.3731, 0.5040], [1.2591, -0.0899, 0.2993], [1.9654, -1.2192, 0.6958], [1.3667, -2.4102, 0.4350], [0.1348, -2.5123, -0.1230], [-0.6085, -1.3340, -0.2162], [-0.0250, -0.1804, -0.1019], [3.9218, 0.6970, 1.0275], [3.6676, 2.2289, 0.4026], [3.6784, 1.0633, -0.8648], [1.5039, 1.6635, 1.4996], [1.3770, 2.1561, -0.0776], [2.8683, -1.2898, 1.2070], [2.0812, -3.2264, 0.3376], [-0.5148, -3.3561, -0.3099], [-1.6040, -1.4784, -0.6813], [-0.7630, 0.6960, -0.2970], [-3.2323, 0.9360, 0.2356], [-3.0152, 0.6679, -1.1682], [-3.7402, 1.8807, 0.4247], [-3.9729, 0.1127, 0.6162], [-2.4061, 0.8143, 0.8851], [-2.9662, -0.4807, -1.3814], [-2.1685, 1.0487, -1.7693], [-3.8891, 0.9758, -1.7831]],
  "nbo_charge": [-0.62, -0.43, 0.01, -0.22, -0.21, -0.23, -0.20, -0.24, 0.20, 0.21, 0.22, 0.22, 0.21, 0.22, 0.21, 0.22, 0.20, 0.22, -0.62, -0.63, 0.21, 0.21, 0.21, 0.20, 0.21, 0.21],
  "smiles": "CCc1ccccc1.CC",
  "spin_multiplicity": 1,
  "total_charge": 0,
  "homo_ev": -8.966,
  "gap_ev": 9.956
}


Most stable = model P


Model P:
{
  "formula": "C10H16",
  "method": "ωB97M-V/def2-TZVPD",
  "symbols": ["C", "C", "C", "C", "C", "C", "C", "H", "H", "H", "H", "H", "H", "H", "H", "C", "C", "C", "H", "H", "H", "H", "H", "H", "H", "H"],
  "xyz": [[-1.4106, 2.4131, 0.5808], [-0.0362, 1.8114, 0.7464], [0.7637, 1.5654, -0.3642], [1.9894, 0.9271, -0.2145], [2.4600, 0.6598, 1.0604], [1.6639, 0.9131, 2.1702], [0.4317, 1.5154, 2.0268], [-1.4376, 3.3746, 1.0842], [-2.1663, 1.6983, 0.9174], [-1.7415, 2.5338, -0.4516], [0.4771, 1.9140, -1.3431], [2.5568, 0.7027, -1.1053], [3.3818, 0.1050, 1.1919], [2.0071, 0.5145, 3.1177], [-0.1989, 1.8036, 2.8182], [0.1737, -2.8257, -1.2767], [-0.5321, -1.4480, -1.1815], [-2.0111, -1.6495, -0.9234], [1.1850, -2.6924, -1.6744], [-0.3726, -3.5719, -1.8505], [0.4120, -3.2424, -0.2948], [-0.1124, -1.0518, -0.2668], [-0.1820, -0.8623, -2.0246], [-2.5281, -1.9470, -1.8489], [-2.2403, -2.4400, -0.2147], [-2.5325, -0.7207, -0.6791]],
  "nbo_charge": [-0.64, 0.00, -0.22, -0.20, -0.23, -0.19, -0.23, 0.22, 0.22, 0.22, 0.21, 0.21, 0.21, 0.21, 0.21, -0.61, -0.41, -0.61, 0.20, 0.20, 0.20, 0.21, 0.20, 0.20, 0.21, 0.20],
  "smiles": "Cc1ccccc1.CCC",
  "spin_multiplicity": 1,
  "total_charge": 0,
  "homo_ev": -9.050,
  "gap_ev": 10.034
}


Model Q:
{
  "formula": "C10H16",
  "method": "ωB97M-V/def2-TZVPD",
  "symbols": ["C", "C", "C", "C", "C", "C", "C", "H", "H", "H", "H", "H", "H", "H", "H", "C", "C", "C", "H", "H", "H", "H", "H", "H", "H", "H"],
  "xyz": [[-1.3858, -1.9945, -0.9982], [-0.0193, -1.3492, -0.9044], [0.6125, -0.8801, -2.0382], [1.7839, -0.1298, -1.8852], [2.3429, 0.0528, -0.6409], [1.7668, -0.4837, 0.4956], [0.6468, -1.2797, 0.3181], [-2.1377, -1.3687, -0.5365], [-1.3595, -2.9501, -0.4604], [-1.5774, -2.3098, -2.0188], [0.2949, -1.1235, -3.0432], [2.2045, 0.4194, -2.7186], [3.2849, 0.5988, -0.5919], [2.2772, -0.3098, 1.4316], [0.1727, -1.6680, 1.2129], [-2.0121, 0.6099, 1.9751], [-0.9460, 1.5385, 1.3170], [-1.3249, 3.0268, 1.3296], [-1.7572, 0.2551, 2.9650], [-2.1907, -0.2137, 1.2824], [-2.9913, 1.0998, 1.9992], [-0.0340, 1.4246, 1.9039], [-0.7689, 1.1351, 0.3206], [-2.3793, 3.1164, 1.5913], [-0.6616, 3.5804, 1.9855], [-1.3254, 3.4032, 0.3030]],
  "nbo_charge": [-0.63, -0.01, -0.22, -0.20, -0.23, -0.20, -0.22, 0.22, 0.22, 0.22, 0.21, 0.21, 0.21, 0.22, 0.21, -0.61, -0.40, -0.62, 0.21, 0.20, 0.20, 0.20, 0.21, 0.20, 0.21, 0.21],
  "smiles": "Cc1ccccc1.CCC",
  "spin_multiplicity": 1,
  "total_charge": 0,
  "homo_ev": -9.047,
  "gap_ev": 10.058
}


Model R:
{
  "formula": "C10H16",
  "method": "ωB97M-V/def2-TZVPD",
  "symbols": ["C", "C", "C", "C", "C", "C", "C", "H", "H", "H", "H", "H", "H", "H", "H", "C", "C", "C", "H", "H", "H", "H", "H", "H", "H", "H"],
  "xyz": [[-1.8624, 2.2381, 1.5357], [-1.0181, 1.7375, 0.2925], [-1.3167, 2.6260, -0.8245], [-0.3637, 2.4845, -1.8235], [0.6531, 1.5141, -1.8691], [0.8113, 0.5071, -0.9202], [0.0029, 0.7469, 0.2049], [-1.3368, 1.8999, 2.4593], [-2.8315, 1.9709, 1.5926], [-1.9477, 3.3457, 1.4940], [-2.1483, 3.2732, -0.7556], [-0.1882, 3.2089, -2.7408], [1.3842, 1.6468, -2.6759], [1.4602, -0.3426, -1.0227], [0.2391, 0.0300, 1.0679], [1.3428, -1.8920, 1.4617], [0.2662, -2.5234, 0.5264], [0.5729, -2.8174, -1.0188], [1.6492, -0.9014, 0.9992], [2.1908, -2.4566, 1.5541], [1.1928, -1.8244, 2.4946], [-0.0226, -3.6589, 0.9926], [-0.6689, -2.1594, 0.8540], [0.1558, -1.8635, -1.4182], [1.6997, -2.9645, -1.2824], [0.0840, -3.8256, -1.1778]],
  "nbo_charge": [-0.62, 0.01, -0.22, -0.21, -0.22, -0.22, -0.25, 0.21, 0.21, 0.21, 0.22, 0.21, 0.21, 0.23, 0.23, -0.63, -0.40, -0.65, 0.20, 0.21, 0.22, 0.17, 0.21, 0.23, 0.21, 0.23],
  "smiles": "Cc1ccccc1.CCC",
  "spin_multiplicity": 1,
  "total_charge": 0,
  "homo_ev": -8.802,
  "gap_ev": 9.823
}


Model S:
{
  "formula": "C10H16",
  "method": "ωB97M-V/def2-TZVPD",
  "symbols": ["C", "C", "C", "C", "C", "C", "C", "H", "H", "H", "H", "H", "H", "H", "H", "C", "C", "C", "H", "H", "H", "H", "H", "H", "H", "H"],
  "xyz": [[-1.6091, -2.7229, 0.4097], [-0.6627, -1.6904, 0.9508], [-0.9060, -0.3204, 1.0784], [0.2260, 0.4053, 1.2469], [1.5712, -0.1186, 1.4734], [1.7692, -1.5292, 1.6021], [0.6083, -2.2030, 1.3619], [-2.2878, -2.5249, -0.3859], [-2.2449, -3.0561, 1.2239], [-0.9806, -3.4989, 0.1189], [-1.9648, 0.0302, 0.8706], [-0.0231, 1.4357, 1.4308], [2.3446, 0.5729, 1.5438], [2.7452, -1.8949, 1.6876], [0.5313, -3.3204, 1.7156], [1.0817, 2.0687, -1.6550], [-0.2185, 1.8889, -2.5555], [-1.3173, 3.0534, -2.4075], [1.8381, 1.8353, -2.2540], [1.2284, 3.1280, -1.1918], [1.1424, 1.4133, -0.7226], [-0.8058, 0.9695, -2.3043], [-0.0062, 1.7714, -3.6042], [-1.8904, 3.2134, -1.5444], [-1.9645, 2.9688, -3.1829], [-0.9186, 3.9655, -2.4322]],
  "nbo_charge": [-0.64, 0.01, -0.22, -0.23, -0.21, -0.22, -0.22, 0.22, 0.22, 0.22, 0.22, 0.21, 0.21, 0.22, 0.20, -0.61, -0.39, -0.60, 0.20, 0.20, 0.22, 0.20, 0.20, 0.20, 0.20, 0.19],
  "smiles": "Cc1ccccc1.CCC",
  "spin_multiplicity": 1,
  "total_charge": 0,
  "homo_ev": -8.499,
  "gap_ev": 9.477
}


Most stable = model P


Model P:
{
  "formula": "C10H16",
  "method": "ωB97M-V/def2-TZVPD",
  "symbols": ["C", "C", "C", "C", "C", "C", "C", "H", "H", "H", "H", "H", "H", "H", "H", "C", "C", "C", "H", "H", "H", "H", "H", "H", "H", "H"],
  "xyz": [[0.9731, -2.5594, -0.6675], [1.0813, -1.1032, -0.9778], [1.7736, -0.2850, 0.0370], [1.8036, 1.0663, -0.1072], [1.2711, 1.7683, -1.3140], [0.6946, 0.9160, -2.2683], [0.5878, -0.4383, -2.0851], [0.2571, -3.0643, -1.3688], [0.4716, -2.4639, 0.2377], [1.9041, -3.1650, -0.4225], [2.4988, -0.8783, 0.7037], [2.3722, 1.8075, 0.5653], [1.3185, 2.8669, -1.4695], [0.2440, 1.3502, -3.1154], [-0.0716, -0.9398, -2.7305], [-0.5963, -0.1877, 1.9792], [-1.2334, 0.6926, 0.8344], [-2.6661, 0.9511, 1.1887], [0.2126, -0.6980, 1.5693], [-1.4007, -1.0017, 2.2871], [-0.4271, 0.5291, 2.8847], [-0.7110, 1.5906, 0.6769], [-1.0572, 0.4025, -0.1931], [-3.2954, -0.0134, 0.8672], [-2.9431, 1.1002, 2.2673], [-3.0618, 1.7567, 0.6209]],
  "nbo_charge": [-0.65, 0.03, -0.26, -0.20, -0.23, -0.20, -0.25, 0.22, 0.22, 0.23, 0.23, 0.22, 0.22, 0.21, 0.21, -0.60, -0.43, -0.60, 0.20, 0.19, 0.21, 0.20, 0.22, 0.19, 0.21, 0.20],
  "smiles": "Cc1ccccc1.CCC",
  "spin_multiplicity": 1,
  "total_charge": 0,
  "homo_ev": -8.756,
  "gap_ev": 9.761
}


Model Q:
{
  "formula": "C10H16",
  "method": "ωB97M-V/def2-TZVPD",
  "symbols": ["C", "C", "C", "C", "C", "C", "C", "H", "H", "H", "H", "H", "H", "H", "H", "C", "C", "C", "H", "H", "H", "H", "H", "H", "H", "H"],
  "xyz": [[0.4797, 2.1690, 1.1820], [-0.6290, 1.4786, 0.4925], [-1.7488, 0.9888, 1.1830], [-2.8701, 0.5712, 0.5004], [-2.8231, 0.4376, -0.8864], [-1.7190, 0.8630, -1.5804], [-0.6042, 1.3543, -0.9084], [0.5594, 1.9059, 2.2425], [0.4729, 3.2614, 1.1818], [1.4370, 1.8595, 0.7414], [-1.7589, 0.8436, 2.2579], [-3.7091, 0.2463, 1.1043], [-3.6406, 0.0084, -1.4494], [-1.7058, 0.8434, -2.6632], [0.3345, 1.5097, -1.4264], [2.0049, -1.8575, 1.0572], [1.0506, -1.3451, -0.0356], [1.6659, -1.7340, -1.4353], [1.4910, -2.3241, 1.8917], [2.7037, -2.6004, 0.6604], [2.6213, -1.0147, 1.3645], [0.9486, -0.2646, -0.1926], [0.0929, -1.8628, 0.0152], [1.9229, -2.7818, -1.3417], [2.4428, -1.0074, -1.6857], [0.9807, -1.5484, -2.2697]],
  "nbo_charge": [-0.64, 0.00, -0.22, -0.20, -0.22, -0.21, -0.22, 0.22, 0.23, 0.21, 0.21, 0.21, 0.21, 0.21, 0.21, -0.62, -0.40, -0.61, 0.21, 0.20, 0.21, 0.21, 0.20, 0.20, 0.20, 0.20],
  "smiles": "Cc1ccccc1.CCC",
  "spin_multiplicity": 1,
  "total_charge": 0,
  "homo_ev": -8.883,
  "gap_ev": 9.868
}


Most stable = model Q


Model P:
{
  "formula": "C10H16",
  "method": "ωB97M-V/def2-TZVPD",
  "symbols": ["C", "C", "C", "C", "C", "C", "C", "H", "H", "H", "H", "H", "H", "H", "H", "C", "C", "C", "H", "H", "H", "H", "H", "H", "H", "H"],
  "xyz": [[3.9634, 0.7235, 0.2921], [2.7011, -0.0960, 0.5256], [2.4609, -0.5293, 1.8306], [1.4038, -1.4092, 2.0659], [0.8160, -2.1039, 1.0162], [1.0966, -1.7448, -0.2981], [1.9800, -0.6855, -0.4994], [4.8613, 0.1180, 0.3555], [3.9046, 1.5012, 1.0595], [3.8714, 1.2376, -0.6676], [2.9543, -0.1198, 2.7051], [0.9593, -1.5035, 3.0515], [0.1291, -2.9178, 1.2344], [0.6109, -2.2094, -1.1445], [1.9882, -0.2831, -1.5127], [-2.5282, 1.6754, -0.0023], [-3.6403, 1.0047, -0.7981], [-3.1797, 0.0900, -1.9739], [-2.1037, 2.5372, -0.5191], [-1.6943, 0.9843, 0.1814], [-2.8668, 1.9779, 0.9886], [-4.3066, 0.3929, -0.1901], [-4.2357, 1.8328, -1.2025], [-3.9486, -0.6510, -2.1664], [-2.8453, 0.5774, -2.8843], [-2.3517, -0.3996, -1.4476]],
  "nbo_charge": [-0.63, -0.01, -0.22, -0.20, -0.22, -0.21, -0.22, 0.22, 0.21, 0.21, 0.21, 0.21, 0.21, 0.22, 0.21, -0.61, -0.39, -0.61, 0.20, 0.20, 0.21, 0.20, 0.19, 0.21, 0.21, 0.20],
  "smiles": "Cc1ccccc1.CCC",
  "spin_multiplicity": 1,
  "total_charge": 0,
  "homo_ev": -9.041,
  "gap_ev": 10.041
}


Model Q:
{
  "formula": "C10H16",
  "method": "ωB97M-V/def2-TZVPD",
  "symbols": ["C", "C", "C", "C", "C", "C", "C", "H", "H", "H", "H", "H", "H", "H", "H", "C", "C", "C", "H", "H", "H", "H", "H", "H", "H", "H"],
  "xyz": [[0.4976, 1.8475, 1.8139], [-0.6791, 0.9747, 1.4594], [-1.4810, 1.1741, 0.3275], [-2.4422, 0.2285, -0.0133], [-2.8604, -0.7643, 0.8622], [-2.1906, -0.7773, 2.0942], [-0.9915, -0.1140, 2.2969], [0.3317, 2.1050, 2.8533], [0.3984, 2.8053, 1.3192], [1.4054, 1.2502, 1.8349], [-1.3273, 2.0340, -0.3323], [-2.9611, 0.4126, -0.9632], [-3.7393, -1.3182, 0.5490], [-2.4971, -1.5149, 2.8414], [-0.2671, -0.4045, 3.0317], [0.6372, -0.6997, -2.6494], [1.5600, -1.1480, -1.4516], [2.9204, -0.4503, -1.3810], [1.2005, -0.1213, -3.3708], [-0.0457, -0.0291, -2.1110], [0.2237, -1.6292, -2.9977], [0.9705, -0.9072, -0.5294], [1.6345, -2.2311, -1.3901], [3.1969, -0.3528, -0.3374], [3.6152, -0.9628, -2.0299], [2.8904, 0.5930, -1.7266]],
  "nbo_charge": [-0.65, 0.01, -0.24, -0.20, -0.24, -0.19, -0.23, 0.22, 0.22, 0.23, 0.21, 0.21, 0.22, 0.21, 0.21, -0.62, -0.39, -0.61, 0.20, 0.21, 0.21, 0.19, 0.19, 0.21, 0.21, 0.20],
  "smiles": "Cc1ccccc1.CCC",
  "spin_multiplicity": 1,
  "total_charge": 0,
  "homo_ev": -8.968,
  "gap_ev": 9.937
}


Most stable = model P